This record from the OMol25 dataset describes C14H18BrClFN3O7S2 as an isolated structure in a non-equilibrium geometry. The level of theory is the ωB97M-V functional and the def2-TZVPD basis.

As for the LUMO energy: -0.9 eV. The HOMO-LUMO gap comes out at 8.352 eV. For the molecular weight, the calculation gives 538.80 g/mol.

CARTESIAN COORDINATES (ANGSTROEM)
O (-4.0332, -2.1681, -3.0775)
C (-3.8187, -1.4642, -2.1389)
F (-4.3161, -0.2375, -2.0900)
N (-3.0266, -1.8722, -1.0441)
C (-2.3966, -0.7702, -0.3211)
O (-3.0470, 0.0022, 0.3308)
C (-0.8525, -0.6397, -0.3396)
S (-0.1269, -1.6687, 0.9339)
N (-0.6317, 0.8064, -0.2535)
C (-0.7866, 1.2942, -1.6031)
O (-1.4580, 2.2193, -1.9463)
C (0.0555, 0.3811, -2.4788)
C (-0.0555, 0.4363, -3.9836)
C (-1.3496, -0.1189, -4.5823)
C (-1.6615, 0.4988, -5.9265)
O (-2.9614, 0.0722, -6.2992)
N (1.4631, 0.8919, -2.2611)
C (1.6564, 2.0916, -2.2259)
S (1.9221, 3.6129, -2.0157)
C (-0.0563, -1.0215, -1.7089)
Cl (-0.5577, -2.4515, -2.5944)
Br (1.8144, -1.5516, -1.1096)
H (-3.6043, -2.3439, -0.3591)
H (-0.2495, -0.9734, 2.0864)
H (0.2514, 1.0071, 0.1985)
H (-0.0224, 1.4944, -4.2368)
H (0.8032, -0.0060, -4.4664)
H (-2.2083, -0.0798, -3.9196)
H (-1.1898, -1.1687, -4.7839)
H (-0.9692, 0.0587, -6.6390)
H (-1.5804, 1.5822, -5.9060)
H (-2.9854, -0.0594, -7.2431)
C (4.6976, -0.0050, 5.9750)
C (3.9349, 1.0959, 5.2698)
O (2.7943, 0.5813, 4.5659)
C (1.7327, 0.3156, 5.3200)
O (1.6404, 0.4783, 6.5054)
O (0.7785, -0.1767, 4.5262)
C (-0.4073, -0.5797, 5.2193)
H (4.9613, -0.7959, 5.2719)
H (5.6100, 0.3901, 6.4210)
H (4.0960, -0.4546, 6.7639)
H (4.5630, 1.5582, 4.5111)
H (3.6269, 1.8778, 5.9628)
H (-0.7869, 0.2231, 5.8461)
H (-0.2081, -1.4660, 5.8191)
H (-1.1480, -0.8213, 4.4613)